1.
{"formula": "C5H7N3O2S", "method": "the ωB97M-V functional and the def2-TZVPD basis", "total_charge": 0, "molar_mass_da": 173.2, "e_above_lowest_kj_mol": 118.7, "energy_ev": -24698.604, "species": ["C", "C", "C", "C", "C", "N", "N", "N", "O", "O", "S", "H", "H", "H", "H", "H", "H", "H"], "coordinates": [[-1.411536, 1.517605, -0.840580], [0.368531, 1.050102, 0.750814], [0.803743, -1.339771, 0.429400], [-1.197319, 0.025947, -0.958598], [1.751177, -1.447375, 1.622454], [-0.662481, 1.909513, 0.197484], [0.294064, -0.118522, 0.126161], [-0.892373, -0.234259, -2.249906], [-2.117001, 2.182295, -1.570008], [0.370926, -2.275342, -0.265240], [1.295187, 1.584467, 2.015514], [-1.937352, -0.666554, -0.390417], [2.182055, -2.411811, 1.628686], [1.178390, -1.367059, 2.573261], [2.390790, -0.542299, 1.672316], [-0.802143, 2.714612, 0.656986], [-0.604927, 0.571514, -2.805147], [-1.009734, -1.153063, -2.593179]], "atomic_forces_ev_per_a": [[-0.315, -0.513, 0.457], [-1.067, 0.969, 0.513], [-0.671, -2.030, -0.411], [0.911, -1.492, 0.316], [-1.139, 1.223, 0.033], [2.082, -2.747, -0.094], [-2.543, 1.544, -1.487], [-0.448, 0.522, 0.535], [0.362, -0.354, 0.565], [1.172, 0.922, 1.416], [-0.419, 0.391, -0.488], [1.473, 1.207, -1.144], [0.897, -0.816, -0.216], [-0.039, 0.015, -0.681], [0.104, -1.110, -0.236], [-0.395, 3.795, 1.638], [-0.242, -0.955, -0.089], [0.277, -0.572, -0.628]]}

***

2.
{"formula": "C5H7N3O3", "method": "the ωB97M-V functional and the def2-TZVPD basis", "total_charge": 0, "molar_mass_da": 157.1, "smiles": "C=[N+]([O-])O.O=Cc1ccn[nH]1", "e_above_lowest_kj_mol": 532.6, "energy_ev": -15905.923, "species": ["C", "N", "O", "O", "H", "H", "H", "O", "C", "C", "C", "C", "N", "N", "H", "H", "H", "H"], "coordinates": [[2.112903, 0.880431, 0.225923], [1.981844, -0.262742, 0.842946], [1.401670, -0.375462, 1.947290], [2.397586, -1.500899, 0.408732], [1.550104, 1.691282, 0.806792], [2.742087, 0.954622, -0.573865], [2.896270, -1.387103, -0.420114], [0.930695, 0.128277, -2.461241], [0.418077, -0.646586, -1.633935], [-0.656373, -0.231812, -0.753388], [-1.172243, -1.007838, 0.293226], [-2.215299, -0.235187, 0.807698], [-2.334384, 0.969420, 0.135958], [-1.345930, 0.921878, -0.821592], [0.751680, -1.649445, -1.541571], [-0.757308, -1.932308, 0.527799], [-2.931413, -0.526820, 1.579798], [-1.138546, 1.599464, -1.594411]], "atomic_forces_ev_per_a": [[-1.867, -0.039, 3.091], [-1.067, 1.001, 2.472], [0.197, -0.175, -0.891], [0.709, 0.048, -0.944], [1.297, -1.178, -1.328], [1.176, 0.366, -2.092], [-0.044, 0.120, 0.094], [-0.761, -1.432, 1.132], [0.150, 3.191, -1.845], [-0.257, -1.279, 0.801], [-0.196, 2.184, -1.517], [-0.227, 1.447, -0.939], [1.026, -1.578, -0.341], [-0.185, -0.040, 0.162], [0.326, -1.250, 0.155], [0.223, -1.379, 0.724], [0.366, 0.531, -0.265], [-0.865, -0.540, 1.531]]}

***

3.
{"formula": "C5H7N3OS", "method": "the ωB97M-V functional and the def2-TZVPD basis", "total_charge": 0, "molar_mass_da": 157.2, "smiles": "S[C@@H]1CCN1c1nnco1", "e_above_lowest_kj_mol": 304.5, "energy_ev": -22648.507, "species": ["S", "C", "C", "C", "N", "C", "N", "N", "C", "O", "H", "H", "H", "H", "H", "H", "H"], "coordinates": [[-1.629033, 2.291815, 0.443547], [-1.188587, 0.688791, -0.368326], [-1.997026, -0.537887, -0.318822], [-0.995169, -1.276262, 0.475688], [-0.199311, -0.040008, 0.463576], [1.120426, -0.076720, 0.196153], [1.970401, -1.017108, 0.538524], [3.151552, -0.605895, 0.100490], [3.017021, 0.524872, -0.403530], [1.774881, 0.927668, -0.382975], [-0.693192, 2.239111, 1.323227], [-0.725363, 0.960194, -1.337005], [-2.136147, -0.822740, -1.317687], [-3.109992, -0.520380, 0.073900], [-1.448392, -1.498644, 1.532800], [-0.556624, -2.239919, 0.023466], [3.644557, 1.003108, -1.043024]], "atomic_forces_ev_per_a": [[-1.591, -0.180, -1.309], [2.663, 1.919, 0.863], [-5.404, -0.262, -0.304], [-0.370, -2.011, 2.275], [0.409, 0.122, -0.132], [1.303, -1.068, 1.018], [-2.688, -0.652, 0.544], [2.850, -1.952, 0.588], [0.323, -0.084, -0.305], [-3.222, 1.919, -0.510], [1.158, -0.177, 1.072], [-0.652, -0.251, 0.242], [-0.073, -1.074, -1.445], [2.318, 0.334, -0.381], [1.352, 0.141, -1.762], [-0.334, 1.711, 0.721], [1.958, 1.565, -1.175]]}

***

4.
{"formula": "C5H7N3S", "method": "the ωB97M-V functional and the def2-TZVPD basis", "total_charge": 0, "molar_mass_da": 141.2, "e_above_lowest_kj_mol": 332.4, "energy_ev": -20599.533, "species": ["C", "C", "C", "C", "C", "N", "N", "N", "S", "H", "H", "H", "H", "H", "H", "H"], "coordinates": [[-2.312482, 1.238504, 0.030342], [-1.811098, -0.724982, 0.271492], [2.425348, -0.893268, 0.187414], [2.192666, 0.404786, -0.683836], [1.458421, -0.047612, 0.450802], [-2.797694, 0.133518, 0.539281], [-1.086405, 1.031175, -0.469558], [-0.741775, -0.254864, -0.344778], [-1.755874, -2.447408, 0.591632], [-2.621536, 2.194146, 0.261159], [-0.404746, -2.550516, 0.470932], [2.775462, -1.914871, 0.223211], [2.702392, 1.276327, -0.547754], [1.629286, 0.448473, -1.661131], [0.770389, 0.317708, 1.247460], [-0.422350, 1.788886, -0.566667]], "atomic_forces_ev_per_a": [[1.302, -0.935, 0.638], [1.263, -1.973, -0.661], [-1.544, 1.637, -1.034], [-1.505, -1.853, -2.061], [0.127, -1.035, 3.694], [-0.565, -0.129, -0.040], [-0.355, 1.417, -0.110], [-1.042, 0.414, -0.343], [-0.226, -0.460, 0.437], [-1.096, 1.860, -0.066], [-0.545, 0.225, -0.037], [0.306, 0.453, 0.026], [2.278, 2.038, 0.252], [0.617, -0.586, 0.697], [0.795, -0.611, -0.894], [0.193, -0.464, -0.496]]}

***

5.
{"formula": "C5H7N4", "method": "the ωB97M-V functional and the def2-TZVPD basis", "total_charge": 1, "molar_mass_da": 123.1, "smiles": "[NH+]#CCn1nccc1N", "e_above_lowest_kj_mol": 106.7, "energy_ev": -11249.860, "species": ["N", "C", "C", "N", "N", "C", "C", "C", "N", "H", "H", "H", "H", "H", "H", "H"], "coordinates": [[2.961285, 0.156338, -0.131493], [2.121197, -0.164876, 0.587480], [0.937430, -0.520396, 1.283364], [-0.128903, -0.497231, 0.321183], [-0.491118, -1.686911, -0.210710], [-1.466386, -1.424190, -1.043600], [-1.750755, -0.046134, -1.088121], [-0.870065, 0.539311, -0.206186], [-0.605390, 1.858583, 0.072439], [3.667921, 0.421733, -0.791260], [1.018080, -1.568517, 1.620187], [0.779190, 0.116538, 2.163381], [-1.954588, -2.215523, -1.576681], [-2.509871, 0.432341, -1.668962], [-0.451546, 2.106159, 1.038746], [-1.256480, 2.492776, -0.369768]], "atomic_forces_ev_per_a": [[-1.545, -0.679, 1.483], [2.639, 1.125, -2.281], [-1.667, -0.659, 0.772], [-0.327, 0.591, -0.060], [0.136, -1.124, 0.113], [0.301, 0.357, 0.232], [0.238, 0.200, 0.282], [-0.258, -0.488, -0.218], [0.252, 0.332, 0.099], [0.270, 0.070, -0.145], [0.085, 0.298, 0.000], [0.104, -0.042, -0.180], [-0.028, -0.205, -0.098], [-0.145, 0.238, -0.113], [-0.152, -0.006, 0.045], [0.096, -0.008, 0.070]]}

***

6.
{"formula": "C5H7N4OP", "method": "the ωB97M-V functional and the def2-TZVPD basis", "total_charge": 0, "molar_mass_da": 170.1, "e_above_lowest_kj_mol": 336.6, "energy_ev": -22593.966, "species": ["C", "C", "C", "C", "C", "N", "N", "N", "N", "O", "P", "H", "H", "H", "H", "H", "H", "H"], "coordinates": [[2.302730, -1.506785, 0.328370], [1.313646, -1.325437, -0.625533], [2.406415, -0.654881, 1.420646], [0.365200, -0.274436, -0.541401], [0.681818, 0.466006, 0.570809], [1.531418, 0.350586, 1.461460], [-0.662417, 0.015043, -1.323916], [-1.160006, 2.406323, -0.077007], [-2.312893, 0.213622, 0.722496], [-2.963659, 1.128491, -1.669635], [-1.904978, 1.097454, -0.649863], [3.002237, -2.322872, 0.240073], [1.221921, -2.007983, -1.457668], [3.131246, -0.740051, 2.210220], [-0.902300, -0.556595, -2.118954], [-0.749305, 2.973132, -0.806551], [-1.990993, 0.674692, 1.560530], [-3.310081, 0.063690, 0.755925]], "atomic_forces_ev_per_a": [[0.046, 0.110, 0.176], [-0.169, 0.085, 0.026], [0.283, -0.390, -0.147], [0.163, -0.470, -0.458], [0.812, 0.710, 1.016], [-1.621, 1.028, -0.807], [-0.550, 0.592, -0.290], [0.811, -1.484, 0.668], [-0.034, 0.305, -0.096], [-0.113, -0.063, -0.130], [0.212, -0.148, -0.008], [0.023, -0.100, -0.076], [0.018, -0.082, -0.067], [0.092, -0.037, 0.052], [0.046, -0.037, 0.096], [0.240, 0.062, -0.174], [-0.153, 0.037, 0.160], [-0.105, -0.119, 0.060]]}

***

7.
{"formula": "C5H7NO", "method": "the ωB97M-V functional and the def2-TZVPD basis", "total_charge": 0, "molar_mass_da": 97.1, "e_above_lowest_kj_mol": 472.2, "energy_ev": -8831.308, "species": ["O", "C", "C", "C", "C", "C", "N", "H", "H", "H", "H", "H", "H", "H"], "coordinates": [[-1.404149, -1.062521, -1.031022], [-1.158689, -0.514310, 0.190514], [0.095703, -0.925636, 0.915986], [1.252524, -0.191656, 0.321433], [0.686331, 0.785336, -0.713738], [-0.332668, 1.047779, 0.336585], [0.467077, 0.395928, 1.447187], [-0.644832, -0.572014, -1.704870], [-2.039114, -0.317338, 0.809849], [0.265080, -1.830172, 1.497452], [2.282669, -0.505671, 0.463613], [0.164109, 0.227349, -1.757228], [1.275989, 1.495954, -1.278640], [-0.910029, 1.966973, 0.502879]], "atomic_forces_ev_per_a": [[1.564, 1.387, -1.808], [0.917, 2.379, 0.392], [0.056, -0.307, 0.134], [0.298, -0.111, -0.345], [-0.699, -1.468, -2.292], [-1.788, -1.436, -0.611], [0.334, 0.493, -0.055], [-2.849, -2.111, 2.281], [0.021, -0.674, -0.187], [-0.056, 0.156, -0.081], [-0.234, 0.018, -0.112], [1.769, 1.673, 2.006], [0.347, 0.432, 0.807], [0.321, -0.432, -0.128]]}

***

8.
{"formula": "C5H7NO", "method": "the ωB97M-V functional and the def2-TZVPD basis", "total_charge": 0, "molar_mass_da": 97.1, "smiles": "CC[C@@]1(C#N)CO1", "e_above_lowest_kj_mol": 228.6, "energy_ev": -8833.834, "species": ["C", "C", "C", "C", "N", "C", "O", "H", "H", "H", "H", "H", "H", "H"], "coordinates": [[0.047007, 0.052614, -1.863499], [0.661648, 0.378373, -0.463129], [-0.214235, 0.062143, 0.780386], [-1.510355, -0.427012, 0.307098], [-2.333243, -0.819358, -0.409973], [0.311180, -0.270370, 2.132376], [-0.227300, 1.004200, 1.836226], [-0.922950, -0.435047, -1.776920], [0.656708, -0.638806, -2.451385], [-0.151785, 0.939578, -2.474733], [1.616902, -0.138142, -0.362625], [0.898345, 1.443150, -0.409847], [-0.224599, -0.860403, 2.885348], [1.392675, -0.290921, 2.270679]], "atomic_forces_ev_per_a": [[-0.019, -0.050, -0.004], [0.116, -0.017, -0.426], [-0.120, -0.152, -0.271], [-0.854, -0.592, -0.478], [0.335, 0.332, 1.538], [0.170, -0.153, -0.010], [-0.084, 0.263, -0.081], [0.358, 0.087, -0.155], [0.204, 0.248, 0.186], [0.325, -0.011, 0.256], [-0.074, -0.076, 0.101], [-0.129, -0.038, 0.116], [-0.121, 0.128, -0.559], [-0.108, 0.033, -0.216]]}